Entry from OMol25: 6 unconnected molecules or ions with the total composition H13NO5 in a non-equilibrium geometry (the ωB97M-V functional and the def2-TZVPD basis).

XYZ file:
```
19
Properties=species:S:1:pos:R:3:forces:R:3
N 0.18627 -1.55233 -1.47646 1.0 2.9 -0.2
H 1.24019 -1.58909 -1.37890 -1.5 1.1 0.2
H 0.09197 -2.28695 -2.10984 -1.0 -1.6 -1.4
H -0.17657 -0.63324 -1.98563 1.5 -2.3 1.3
H 1.74324 -0.35166 0.93527 -0.7 0.1 0.5
H 2.59117 -1.63883 0.94332 -0.3 -0.5 0.5
O 2.48949 -0.78600 0.53384 1.0 0.4 -0.9
H -0.35889 0.80989 3.28468 -0.1 -0.5 0.7
H -0.62327 0.00848 1.90101 -0.2 0.0 0.9
O -0.35959 0.85672 2.33773 0.2 0.3 -1.6
H -0.77002 -1.50865 0.21513 2.1 0.0 -3.8
H -1.64005 -2.32658 1.05061 0.5 1.5 0.6
O -1.16326 -1.43177 1.03144 -2.6 -1.4 3.3
H -0.11199 1.77596 -1.74296 -0.4 -0.4 -0.7
H -1.47039 1.66994 -2.32001 -1.4 0.2 0.2
O -0.59197 1.42331 -2.54148 1.7 0.2 0.6
H -0.19026 1.87015 0.86978 0.1 0.2 0.1
H -0.80171 3.16150 0.30140 0.2 -0.2 0.0
O -0.08434 2.52917 0.15106 -0.2 0.1 -0.2
```
Positions in Å, forces in eV/Å.

Its charge is -1. As for the energy relative to the best compared isomer or geometry (same formula, charge and spin): 0.488 eV. Its max |F| is 4.38 eV/Å. The HOMO-LUMO gap (spin up / spin down) comes out at 2.7348 / 10.3175 eV. The multiplicity is 2. The value obtained for the total energy is -438.7147 a.u. As for the HOMO energy (spin up / spin down): 0.0337 / -0.2498 Eh.

Mulliken atomic charge list, values in e, 2 entries: -1.49 0.29